The following is a quantum chemistry calculation of a molecular structure, C35H52O2P4Sn, from OMol25.

```
94
C35H52O2P4Sn, DFT wB97M-V/def2-TZVPD
H -1.902 4.723 -0.713
H -1.517 2.136 7.195
C -2.745 -1.461 -6.896
C -2.225 2.341 -2.763
H 4.487 0.640 1.414
O -0.626 0.113 1.401
C 1.079 -3.296 0.176
H 3.688 1.980 -3.232
C -4.159 -2.660 1.866
H -2.615 3.191 -3.357
H 3.946 3.020 0.702
H 2.518 3.592 -0.212
C -4.991 -1.198 3.611
C -1.366 1.132 5.289
H 1.291 -1.190 -4.503
H -6.179 -2.742 2.661
H 2.946 -0.757 -5.057
H -1.500 4.423 6.187
C -2.718 -0.955 2.809
C -1.353 3.842 -0.345
H 2.735 -2.501 -2.064
H 0.207 -3.203 -5.027
C -1.453 3.543 5.543
H -0.070 4.718 -2.997
C -0.993 -3.125 -6.810
C -2.926 -2.008 1.906
H 2.011 -3.796 -0.115
H 2.785 -1.097 5.710
H -0.946 -3.068 3.041
H 2.948 2.212 2.509
H -3.057 1.952 -2.143
C -1.262 -1.602 -4.967
C -5.197 -2.260 2.716
H 1.174 2.239 2.266
H -0.488 4.187 0.243
H 3.970 -2.044 -3.284
C 1.031 -0.708 4.539
H 2.629 -3.581 5.427
H -2.890 -0.164 -5.199
O -0.679 -1.106 -3.814
H 1.670 0.507 -4.910
H 1.092 0.376 4.681
H -1.393 4.681 3.707
C -1.257 1.273 3.890
H 3.491 -0.819 1.060
C 3.442 -1.721 -2.376
H -2.016 3.282 0.330
C -1.387 3.685 4.154
H 0.963 -2.983 1.214
P -1.107 -0.166 2.824
C -3.757 -0.536 3.653
C 3.247 2.778 -0.108
C -0.006 -1.253 3.766
C 3.846 0.147 0.663
H 3.804 2.643 -1.042
H -1.363 0.139 5.756
C -2.099 -2.567 -7.443
P 2.605 -0.145 -2.768
H 0.137 -3.228 -1.788
C -0.131 -2.648 3.645
H 4.429 -0.009 -0.257
H 1.264 4.020 -2.015
P 2.380 1.237 0.376
H -0.798 -2.475 -0.378
H 4.540 0.582 -3.943
H -3.616 0.307 4.339
C 4.028 0.955 -3.046
H -1.935 1.517 -3.447
H -2.120 -2.309 1.232
C -1.456 2.262 6.110
C -2.343 -0.990 -5.646
C 2.083 1.634 2.143
H -5.804 -0.861 4.262
H -2.469 -2.964 -8.376
H -4.325 -3.461 1.149
C 0.120 -2.998 -0.718
Sn 0.296 0.542 -1.514
C 0.400 3.781 -2.655
H 4.178 -1.567 -1.577
C -0.605 -2.697 -5.544
H -1.186 -0.474 -3.265
H 4.723 0.930 -2.200
H 2.003 0.701 2.724
H -3.561 -0.990 -7.444
C 0.802 -3.477 4.272
H 0.693 -4.561 4.168
C 2.072 -0.423 -4.484
H 0.772 3.230 -3.531
H -1.240 2.671 2.244
P -0.808 2.794 -1.716
H -0.440 -3.902 -7.339
C 1.975 -1.541 5.136
C 1.873 -2.927 4.989
C -1.295 2.559 3.330
```

Values from the calculation:
LUMO energy (alpha / beta) ... -14.713 / -14.445 eV
M ... 747.41 g mol⁻¹
Net charge ... +4
Orbital gap (alpha / beta) ... 2.3257 / 2.6603 eV
E_tot ... -84179.6230 eV

=====

The following is a quantum chemistry calculation of a molecular structure, C35H52OP4Pt, from OMol25.

```
93
C35H52OP4Pt, DFT wB97M-V/def2-TZVPD
H 3.825 -1.245 -1.326
H 0.366 -3.241 2.603
P -1.404 -1.810 -2.189
C -5.107 0.771 0.226
H -0.407 0.224 2.926
C -1.579 1.774 1.949
C -1.838 3.153 1.897
C -3.883 0.392 3.403
C -3.831 1.371 0.206
P 1.859 -0.737 -2.687
C 6.088 1.287 -0.663
H -0.181 -3.784 -2.926
H 6.566 3.126 -1.634
C 2.067 -2.328 -3.546
H 0.173 1.831 0.082
H -3.635 -2.600 -2.106
H -2.698 3.541 1.355
C -1.000 4.049 2.566
H -5.269 -2.141 5.213
H 2.503 -1.533 2.543
H -1.663 1.239 -1.539
H 3.099 -0.690 1.078
H -0.714 -1.468 -4.524
H -7.131 0.834 -0.486
H 2.219 -3.137 -2.824
H -3.750 1.477 3.426
H -0.975 -4.038 -1.331
C -3.502 -1.759 2.326
H 1.652 1.526 -3.573
Pt 0.252 -0.703 -0.995
C -3.631 2.529 -0.570
H 0.852 0.338 -4.634
H -3.068 -2.347 1.514
H 2.944 -3.114 -0.477
C -0.618 1.163 -1.854
H -1.205 5.120 2.495
H 5.081 -0.798 1.530
H -1.965 -3.993 -2.825
H 7.169 0.264 2.418
H -4.997 0.339 5.239
H 1.097 1.820 4.084
H -4.522 3.991 -1.877
H 2.956 -2.257 -4.186
C 2.015 -3.432 0.018
P 1.090 -2.005 0.669
C -1.075 -3.585 -2.324
H -3.573 -0.816 -1.890
C 7.746 2.113 1.416
P -2.422 0.476 0.980
H -2.455 -1.821 -4.300
C 0.072 3.578 3.324
H 2.264 -4.082 0.870
H 4.209 -0.183 -2.699
H 2.630 0.461 -4.618
C 3.464 -0.399 -1.922
C 6.104 0.579 0.540
H 8.454 2.417 2.183
C -4.587 -0.251 4.423
C -6.155 1.322 -0.507
C -4.212 -2.390 3.346
H 1.204 -2.564 -4.176
C -0.153 -2.685 1.806
H 3.380 0.469 -1.259
H 5.495 0.890 -1.479
H -2.655 3.022 -0.589
C -0.545 1.302 2.791
C 1.724 0.520 -3.998
C -3.112 -1.770 -1.602
H 8.080 3.902 0.214
C 6.733 2.521 -0.751
C 0.287 2.201 3.458
H -3.177 -1.900 -0.512
H 0.735 4.280 3.829
O 5.109 -0.369 0.648
C 7.027 0.918 1.558
H -6.784 2.928 -1.805
H -0.438 1.266 -2.923
H -0.825 -3.370 1.266
C -4.690 3.086 -1.288
C -1.597 -1.253 -3.911
H -1.829 -0.184 -3.955
C -5.954 2.488 -1.251
H 1.391 -3.997 -0.692
C -3.324 -0.360 2.357
H -0.748 -1.877 2.257
H 1.691 -0.049 1.967
C 7.567 2.940 0.293
H -4.336 -3.475 3.314
C 0.424 1.534 -0.940
H 1.375 1.899 -1.327
H -5.283 -0.121 0.830
C 2.203 -0.967 1.651
C -4.743 -1.641 4.401
```

Values from the calculation:
Spin multiplicity ... 5
LUMO energy (alpha / beta) ... -9.422 / -13.642 eV
M ... 807.77 g mol⁻¹
Net charge ... +4
Orbital gap (alpha / beta) ... 8.2572 / 4.2754 eV
Energy relative to the best compared isomer or geometry (same formula, charge and spin) ... 27.4 kJ/mol
E_tot ... -79548.7573 eV

=====

The following is a quantum chemistry calculation of 14 unconnected molecules or ions with the total composition C35H53Cl39N4O5P, from OMol25.

```
137
C35H53Cl39N4O5P, DFT wB97M-V/def2-TZVPD
C 2.427 4.280 -2.135
H -5.800 0.394 -6.248
Cl 5.875 6.656 0.695
H -1.496 -0.179 -5.303
H -3.062 3.855 -2.520
C -0.806 -0.699 -2.195
H 3.164 0.526 -5.013
Cl 2.539 6.913 2.046
C -1.360 -3.684 -8.227
H -0.988 -1.690 -1.812
C 0.374 0.571 1.129
H -11.094 0.957 7.717
H 2.625 -1.989 -1.406
C -2.774 -3.420 7.526
C -10.143 0.698 7.272
H 1.607 4.405 -4.003
H 1.057 -2.404 -1.958
C -0.101 0.512 2.432
Cl -5.744 0.270 3.813
C -5.185 -3.118 -1.043
C 0.954 -6.529 4.438
Cl -4.425 1.764 -4.935
C -0.041 -3.270 0.211
C -1.461 -0.992 -4.592
Cl -7.031 0.659 -4.277
C -0.266 -0.890 -3.623
Cl -4.130 -1.716 -0.817
Cl -3.463 0.200 5.607
Cl -1.184 -5.431 -8.031
H 1.359 0.943 0.924
H -1.158 -3.212 -7.275
Cl 2.434 9.807 2.226
Cl -0.191 -3.059 -9.385
C 5.980 4.945 1.081
C -5.550 0.421 -5.195
O -2.728 -3.329 -3.867
O 2.776 0.465 -5.894
H -3.760 3.624 -1.060
C 0.496 1.534 -3.374
H 0.671 8.315 1.867
Cl 2.490 -0.891 5.522
Cl -4.367 -2.780 7.128
H -2.481 1.759 -2.411
C 1.576 -1.854 -1.179
H 2.438 0.851 7.088
H 6.823 4.805 1.744
Cl -4.371 -4.586 -0.504
C -0.885 -4.471 -4.855
H 0.021 -4.140 -5.352
H 9.199 4.118 -4.673
C 1.309 -2.561 0.150
H 0.225 -3.345 2.330
H -2.412 -0.968 -4.070
H -0.876 3.184 -3.761
C -1.398 0.018 2.625
C -1.783 -3.299 -4.620
Cl 6.011 -8.378 6.048
H 4.364 -6.839 5.431
C -0.744 2.485 -1.286
H -5.397 -3.213 -2.099
Cl 2.260 -6.297 3.265
Cl 3.427 1.856 5.245
H 2.499 3.569 -1.324
H 6.502 5.133 6.996
C -2.247 2.277 -1.490
Cl -6.160 0.028 6.679
C 1.752 2.407 -3.600
C 0.813 0.150 -4.003
Cl 6.116 4.056 4.954
Cl 0.067 -5.029 4.701
H -5.180 1.789 5.503
C -5.145 0.712 5.415
C 0.252 1.480 -1.841
H 1.738 -0.196 -3.528
H 1.979 -1.670 -6.503
Cl 0.610 1.305 5.684
C -2.172 -0.432 1.554
C -0.258 -3.947 1.575
Cl 7.477 3.050 -3.503
N -2.883 3.615 -1.557
H -0.319 2.398 -5.189
C 1.550 8.306 2.496
H 0.483 0.792 3.293
P 1.150 0.220 -5.841
H -2.721 1.746 -0.677
H -0.574 2.690 -0.237
N -1.686 -0.406 0.297
H 1.464 -1.893 0.992
C 5.274 -6.778 6.014
Cl -1.530 -2.721 6.478
H 0.092 -4.968 1.583
Cl 7.277 5.215 -5.426
Cl -4.782 -1.107 -4.768
H 2.003 5.184 -1.712
H 0.214 -1.860 -3.673
H 0.268 -7.264 4.038
C 6.646 4.122 6.641
N 1.543 3.807 -3.197
Cl 6.253 3.989 -0.376
H -1.327 -3.983 1.743
Cl 1.021 8.181 4.174
H 2.561 2.018 -2.981
Cl 1.602 -7.143 5.955
H 3.408 4.560 -2.513
H 2.013 2.407 -4.652
H -1.806 -0.027 3.621
Cl -2.756 -5.178 7.400
H -1.538 1.647 -4.214
Cl 4.526 4.364 1.923
O 1.404 -0.441 -1.167
C -0.617 2.217 -4.166
H 0.025 -4.067 -0.526
Cl -3.008 -3.270 -8.701
H -0.495 3.416 -1.776
H -2.544 -3.153 8.548
H -1.772 -0.232 -2.265
H -3.158 -0.820 1.737
Cl 8.357 3.729 6.774
Cl -9.092 2.113 7.368
Cl 8.721 5.613 -2.940
C 2.270 0.787 6.021
H -1.358 -5.184 -5.517
Cl 6.343 -5.608 5.236
O -1.457 -2.202 -5.354
Cl 4.842 -6.248 7.640
C 8.289 4.458 -4.198
H -0.611 -4.923 -3.913
N 0.091 0.061 -1.302
C -0.472 0.094 0.140
Cl -10.425 0.242 5.593
Cl -9.463 -0.654 8.181
H 2.055 -3.343 0.245
H 1.196 1.775 -1.404
H -0.873 -2.628 -0.049
Cl -6.707 -2.891 -0.186
O 1.094 -1.354 -6.274
Cl 5.672 3.046 7.640
```

Values from the calculation:
LUMO energy ... -2.095 eV
M ... 2023.47 g mol⁻¹
Net charge ... +1
Orbital gap ... 8.9100 eV
E_tot ... -551008.1411 eV

=====

The following is a quantum chemistry calculation of 7 unconnected molecules or ions with the total composition C35H53F17NO18S, from OMol25.

```
125
C35H53F17NO18S, DFT wB97M-V/def2-TZVPD
O -5.496 4.542 2.017
H -5.322 1.566 -0.018
H -1.911 4.515 -5.544
O -6.972 6.017 2.974
F 1.818 -1.688 1.399
O 2.008 4.623 6.950
H 2.833 -8.992 -0.056
H 0.924 -0.719 -3.671
H 4.720 0.299 4.534
H 1.104 6.262 3.577
C -4.802 0.570 0.322
H 2.811 -1.064 9.783
C 1.500 -3.730 -0.246
C 3.849 -0.349 4.382
C 3.808 -0.690 6.718
H -0.367 9.198 -6.652
H -0.135 4.812 -5.521
O 6.380 -8.862 -1.960
C 2.898 -8.354 -2.127
C -3.362 -4.268 -1.006
C -4.602 -3.343 -0.417
C 4.253 -1.715 3.855
S -3.715 0.197 1.804
F -0.398 -6.315 0.689
H 4.938 -2.217 4.545
H 7.100 -10.822 -2.052
C -0.636 9.455 -7.681
C -5.003 5.616 1.219
C 1.358 2.559 -8.077
H -8.038 3.102 5.068
O 2.114 6.181 5.405
C -8.034 3.962 4.390
C 2.332 -1.578 -5.045
F -5.490 -4.100 0.538
F -2.766 -4.569 1.540
O 4.663 -10.310 -1.487
H -5.486 -0.531 -1.220
F 1.600 -3.769 -1.753
C 2.421 -8.203 -0.693
F 1.085 -0.883 -1.567
H 4.362 -0.406 9.228
F 2.874 0.017 -0.273
F -5.485 -3.066 -1.612
C -1.813 8.624 -8.162
C -0.021 -3.861 0.327
H -7.892 4.857 5.007
H 2.201 2.120 -8.620
H -0.873 10.521 -7.719
H -4.801 -2.142 2.487
H 3.226 -1.123 -4.606
F 2.257 -4.929 0.264
C 1.849 4.869 5.625
H -4.734 6.480 1.836
F 3.464 -1.512 -2.005
H 1.330 -8.252 -0.640
H -9.393 4.887 2.976
H 3.376 -2.362 3.751
H 0.248 9.264 -8.298
O -1.457 7.238 -8.237
F -0.688 -2.550 0.131
H 0.408 2.261 -8.532
O -1.769 7.029 -5.970
C 2.417 -1.229 -0.997
H 0.901 2.848 6.889
H -0.811 3.449 -6.437
H 2.214 -2.589 -4.645
H 3.922 2.878 7.503
O -1.083 5.288 -7.300
H 1.620 3.282 8.438
F -2.594 -3.408 -1.929
C 5.077 -9.223 -1.856
H 2.432 -7.581 -2.748
O 1.541 4.049 4.775
H -2.088 8.937 -9.175
C 1.104 -0.736 -4.751
H 1.438 3.648 -8.133
H -2.696 8.770 -7.529
H 3.965 -2.144 8.975
C -6.510 4.894 2.847
H 2.511 -1.653 -6.122
C 1.800 3.265 7.358
H -4.104 5.271 0.702
H -10.194 4.048 4.319
C -0.877 -5.163 -0.165
O 3.087 -0.477 5.589
F -0.671 -5.590 -1.562
H 2.897 6.121 3.489
C 2.326 -2.390 0.203
C -4.139 -1.873 0.145
H -9.451 3.129 2.986
H 2.135 7.649 3.976
O 2.941 -0.822 7.753
O 1.312 0.622 -5.159
H 2.756 -7.249 -0.274
F 0.108 -4.023 1.826
F -2.996 -6.478 0.131
C -9.346 4.009 3.629
O 5.024 -0.771 6.789
O 0.845 0.048 -7.334
H -2.892 -2.058 2.022
H 8.305 -9.545 -1.799
C 7.294 -9.873 -1.541
C 3.028 2.423 7.064
H 0.205 -1.153 -5.220
H 3.204 0.147 3.649
H 2.911 1.412 7.464
C -0.985 4.483 -6.127
C -3.993 -1.658 1.794
O -6.934 3.778 3.491
C -2.494 -5.052 0.134
F -4.026 -5.316 -1.868
C 1.153 0.868 -6.483
F 3.761 -2.745 0.505
C 2.054 6.560 4.032
C 3.568 -1.124 8.997
H -5.750 5.895 0.469
H -3.033 -1.579 -0.193
O 4.315 -8.158 -2.212
O 1.418 2.180 -6.704
H 3.207 2.348 5.986
C -1.474 6.564 -7.060
H 4.746 -1.625 2.884
N -4.898 -0.628 -0.360
H 2.609 -9.323 -2.550
H 7.237 -9.999 -0.456
```

Values from the calculation:
LUMO energy ... -5.444 eV
M ... 1130.83 g mol⁻¹
Net charge ... +1
Orbital gap ... 6.6943 eV
E_tot ... -132514.8825 eV